Run P
C2N2O5S | the ωB97M-V functional and the def2-TZVPD basis

Output
Orbital gap, eV: 9.45
SMILES: N#CS(=O)(=O)C(=O)[N+](=O)[O-]
Lowest unoccupied orbital energy, eV: -2.635
HOMO energy, hartree: -0.44423

ORCA input file:
```
! RIJCOSX wB97M-V def2-TZVPD def2/J DEFGRID3
* xyz 0 1
O -1.198 -1.176 0.921
O -1.467 1.336 -0.717
N -0.377 -0.560 1.548
C 0.516 0.108 0.686
O 1.752 0.028 0.713
N 0.347 -1.562 -2.040
S -0.133 0.930 -0.854
C -0.044 -0.522 -1.789
O 0.966 1.789 -1.167
O -0.362 -0.372 2.700
*
```



Run Q
C2N2O5S | the ωB97M-V functional and the def2-TZVPD basis

Output
Orbital gap, eV: 9.90
SMILES: N#CS(=O)(=O)C(=O)[N+](=O)[O-]
Lowest unoccupied orbital energy, eV: -1.742
HOMO energy, hartree: -0.42799

ORCA input file:
```
! RIJCOSX wB97M-V def2-TZVPD def2/J DEFGRID3
* xyz 0 1
O 0.941 -1.233 -2.017
N 0.464 -1.653 -0.985
S -0.745 0.599 0.321
O -1.430 0.731 -0.949
N -0.033 3.323 1.218
C -0.114 2.251 0.810
O -1.278 -0.073 1.481
C 0.716 -0.621 0.113
O -0.243 -2.615 -0.757
O 1.722 -0.708 0.764
*
```



run Q ends up most stable, edging out the next structure by 11.4 kJ/mol.



Run P
C7H13NO4 | the ωB97M-V functional and the def2-TZVPD basis

Output
Orbital gap, eV: 9.78
Lowest unoccupied orbital energy, eV: 0.749
HOMO energy, hartree: -0.33184

ORCA input file:
```
! RIJCOSX wB97M-V def2-TZVPD def2/J DEFGRID3
* xyz 0 1
N -2.775 -0.085 -0.076
O -2.759 0.846 -0.878
C -1.720 -0.612 0.421
H -4.781 0.122 0.543
O 2.644 0.961 0.170
H 1.562 2.600 -0.742
C 2.282 -0.202 -0.549
H 2.142 2.725 0.836
H -1.525 -1.256 1.258
C -0.008 0.244 -0.329
H -4.586 -0.998 -0.937
H 4.175 -1.016 0.164
H -1.447 1.998 -0.360
H 3.151 -2.155 -0.930
H 2.549 -1.873 0.533
H 0.040 1.331 1.514
H -0.090 0.167 -1.373
O 0.973 -0.697 -0.026
H 2.254 0.062 -1.632
C 1.633 2.023 0.159
H -4.050 -1.551 0.710
O -0.812 2.493 0.196
C 3.193 -1.338 -0.145
C 0.172 1.534 0.472
C -4.178 -0.702 0.135
*
```



Run Q
C7H13NO4 | the ωB97M-V functional and the def2-TZVPD basis

Output
Orbital gap (alpha / beta), eV: 7.99 / 6.18
Lowest unoccupied orbital energy (alpha / beta), eV: 0.422 / -0.154
HOMO energy (alpha / beta), hartree: -0.27798 / -0.23283

ORCA input file:
```
! RIJCOSX wB97M-V def2-TZVPD def2/J DEFGRID3
* xyz 0 1
H 1.580 0.182 1.728
C 2.455 0.064 -0.009
C 3.076 0.932 -1.155
H -0.192 -1.847 -0.936
H -2.796 0.944 0.130
C -1.226 -0.519 0.025
O -1.047 -1.445 -0.938
O -0.233 1.003 -1.566
C 2.000 -1.257 -0.225
C -0.333 0.687 -0.285
O -0.137 1.651 0.600
H 2.208 1.273 -1.744
H -3.244 -0.323 -0.983
H -1.436 -1.991 1.515
H 0.195 -1.398 1.438
O 2.354 0.625 1.275
H 3.801 0.446 -1.773
H 0.014 2.524 0.290
C -0.843 -1.133 1.408
H -3.299 -0.540 0.793
H -1.023 -0.579 2.355
N 1.775 -2.377 -0.410
H 3.616 1.732 -0.628
C -2.726 -0.094 -0.063
H -0.500 0.244 -2.055
*
```



run Q ends up most stable, edging out the next structure by 202.3 kJ/mol.



Run P
C2H4NO3P | the ωB97M-V functional and the def2-TZVPD basis

Output
Orbital gap, eV: 6.47
SMILES: O=P([O-])([O-])N1CC1
Lowest unoccupied orbital energy, eV: 7.264
HOMO energy, hartree: 0.02903

ORCA input file:
```
! RIJCOSX wB97M-V def2-TZVPD def2/J DEFGRID3
* xyz -2 1
H 0.834 1.403 -0.634
H -0.242 1.124 0.825
O -3.438 -0.983 -0.838
N -1.036 0.082 -0.777
O -2.243 -0.585 1.403
H 0.632 -1.301 -0.955
C 0.024 0.748 -0.133
O -3.180 1.473 -0.025
H -0.097 -1.383 0.628
C 0.021 -0.697 -0.152
P -2.720 0.000 0.053
*
```



Run Q
C2H4NO3P | the ωB97M-V functional and the def2-TZVPD basis

Output
Orbital gap (alpha / beta), eV: 5.82 / 6.14
Lowest unoccupied orbital energy (alpha / beta), eV: 6.521 / 6.794
HOMO energy (alpha / beta), hartree: 0.02595 / 0.02393

ORCA input file:
```
! RIJCOSX wB97M-V def2-TZVPD def2/J DEFGRID3
* xyz -2 1
O 1.160 3.035 -0.266
H -1.537 -0.045 1.323
O 2.089 -1.999 -0.899
H 0.703 2.550 0.379
C -1.142 0.100 0.229
P 1.436 -0.961 -0.005
N -0.258 -0.949 -0.131
H -2.156 -1.097 -1.260
H -0.647 1.115 0.187
C -1.235 -0.514 -1.055
O 1.588 -1.235 1.498
*
```



run P ends up most stable, edging out the next structure by 454.3 kJ/mol.



Run P
C4H11NOS | the ωB97M-V functional and the def2-TZVPD basis

Output
Orbital gap (alpha / beta), eV: 10.41 / 5.08
Lowest unoccupied orbital energy (alpha / beta), eV: -3.443 / -8.417
HOMO energy (alpha / beta), hartree: -0.50910 / -0.49600

ORCA input file:
```
! RIJCOSX wB97M-V def2-TZVPD def2/J DEFGRID3
* xyz 1 2
H -1.055 -1.188 -0.398
N -0.104 -0.403 1.349
H -1.589 1.875 0.086
C 1.176 -0.939 1.340
O 2.120 -0.037 0.631
S -0.182 -0.029 -2.783
H 0.690 1.222 -0.922
H 1.189 -0.664 -1.209
H -2.762 0.681 -0.564
H 1.681 -1.271 2.228
H 1.054 -1.853 0.679
H -0.059 1.220 -3.295
C 0.291 0.126 -1.060
C -0.845 -0.206 0.038
H 2.977 -0.390 0.541
H -2.339 0.631 1.144
H -0.317 0.437 2.055
C -1.927 0.787 0.140
*
```



Run Q
C4H11NOS | the ωB97M-V functional and the def2-TZVPD basis

Output
Orbital gap (alpha / beta), eV: 9.41 / 4.26
Lowest unoccupied orbital energy (alpha / beta), eV: -3.723 / -8.856
HOMO energy (alpha / beta), hartree: -0.48259 / -0.48187

ORCA input file:
```
! RIJCOSX wB97M-V def2-TZVPD def2/J DEFGRID3
* xyz 1 2
H -3.526 0.845 -0.169
S 2.490 -1.095 2.078
O -1.339 -0.226 -0.470
N -2.796 1.498 -0.407
H 0.272 1.459 -1.389
H 1.475 -1.826 2.591
H 2.908 -1.104 -0.156
H 1.535 -0.048 0.217
H 0.057 -1.920 0.705
H -0.815 2.812 -1.374
C -1.552 0.975 -0.473
C 0.913 -2.087 0.066
C 1.953 -1.042 0.357
H 1.219 -3.129 0.121
C -0.446 1.994 -0.763
H -2.894 2.457 -0.121
H 0.022 2.410 0.125
H 0.527 -1.971 -0.939
*
```



run Q ends up most stable, edging out the next structure by 216.9 kJ/mol.



Run P
C4H12OSi2 | the ωB97M-V functional and the def2-TZVPD basis

Output
Orbital gap, eV: 8.15
Lowest unoccupied orbital energy, eV: 0.055
HOMO energy, hartree: -0.29731

ORCA input file:
```
! RIJCOSX wB97M-V def2-TZVPD def2/J DEFGRID3
* xyz 0 1
H 1.831 -1.210 1.542
H 2.060 3.223 2.223
Si 1.477 1.141 1.060
H 0.242 -0.596 2.125
H -0.889 -0.528 -1.151
C 1.341 -0.419 2.166
H 1.731 -0.519 3.183
H -4.288 -0.672 -1.753
C -0.856 -1.572 -1.480
H 3.308 2.822 0.947
C -3.383 -0.731 -2.342
H 3.451 1.996 2.511
H -0.259 -2.081 -0.714
H -2.806 0.183 -2.111
H -3.812 -0.745 -3.411
C 2.773 2.358 1.695
H -0.096 -1.701 -2.302
Si -2.466 -2.439 -2.017
O 0.640 1.490 -0.169
*
```



Run Q
C4H12OSi2 | the ωB97M-V functional and the def2-TZVPD basis

Output
Orbital gap, eV: 10.56
SMILES: C=C(C)[SiH2]O[SiH2]C
Lowest unoccupied orbital energy, eV: 0.789
HOMO energy, hartree: -0.35899

ORCA input file:
```
! RIJCOSX wB97M-V def2-TZVPD def2/J DEFGRID3
* xyz 0 1
H -0.912 -1.460 0.880
H -0.814 2.471 -0.235
H -2.412 -2.061 0.153
H 3.010 1.177 1.015
Si -0.869 1.205 0.459
C -3.230 0.047 -0.805
C 3.418 0.419 0.402
Si 1.973 -0.326 -0.576
H 3.814 1.022 -0.450
H -0.853 1.658 1.883
C -2.272 0.028 0.101
H -3.559 0.897 -1.366
H -3.872 -0.837 -0.899
C -2.011 -1.301 0.873
O 0.639 0.407 -0.147
H 1.965 -1.757 -0.039
H -2.447 -1.318 1.895
H 4.191 -0.137 0.926
H 2.290 -0.504 -2.065
*
```



Run R
C4H12OSi2 | the ωB97M-V functional and the def2-TZVPD basis

Output
Orbital gap, eV: 10.22
SMILES: [SiH3][C@H]1CC[C@H]([SiH3])O1
Lowest unoccupied orbital energy, eV: 0.983
HOMO energy, hartree: -0.33960

ORCA input file:
```
! RIJCOSX wB97M-V def2-TZVPD def2/J DEFGRID3
* xyz 0 1
H -0.318 -2.107 0.221
H -1.541 -1.074 -2.770
Si 1.786 2.058 0.175
C 1.404 0.225 -0.138
H 0.707 2.582 1.016
Si -2.237 -0.849 -1.508
H 2.128 -0.292 -0.766
C 0.973 -0.596 1.069
H -2.721 -2.124 -0.963
H 0.912 0.036 1.957
H 1.682 -1.400 1.269
O 0.126 0.308 -1.047
C -0.416 -1.141 0.716
H -1.370 0.742 0.298
H 3.050 2.163 0.912
C -0.971 -0.116 -0.270
H 1.840 2.744 -1.109
H -3.381 0.050 -1.653
H -1.063 -1.248 1.587
*
```



run Q ends up most stable, edging out the next structure by 196.6 kJ/mol.



Run P
C2H7N2O2 | the ωB97M-V functional and the def2-TZVPD basis

Output
Orbital gap, eV: 11.56
SMILES: O[C@@H]1N[C@H](O)[NH2+]1
Lowest unoccupied orbital energy, eV: -3.557
HOMO energy, hartree: -0.55556

ORCA input file:
```
! RIJCOSX wB97M-V def2-TZVPD def2/J DEFGRID3
* xyz 1 1
C 0.038 -0.964 0.511
C -0.558 0.814 -0.539
H 0.289 -1.822 -0.031
O 0.203 -0.963 1.884
H 0.394 -1.895 2.195
H -1.863 -0.785 -0.714
N -1.174 -0.384 -0.097
H -0.941 1.644 1.046
H -0.411 1.150 -1.647
O -0.969 1.815 0.110
H 1.649 0.011 -0.540
H 1.039 0.803 0.905
N 0.807 0.241 0.044
*
```



Run Q
C2H7N2O2 | the ωB97M-V functional and the def2-TZVPD basis

Output
Orbital gap, eV: 10.80
Lowest unoccupied orbital energy, eV: -4.026
HOMO energy, hartree: -0.54481

ORCA input file:
```
! RIJCOSX wB97M-V def2-TZVPD def2/J DEFGRID3
* xyz 1 1
H -3.504 -0.655 -0.167
H 1.302 -1.320 -0.755
C -2.553 -0.202 -0.055
H -1.742 1.360 -0.461
H 2.300 2.028 -0.019
N 1.717 -0.384 -0.528
O 1.519 1.741 0.416
H -1.958 -1.647 0.913
C 1.099 0.552 0.153
H -0.032 0.142 0.648
N -1.551 -0.693 0.544
H 2.788 -0.339 -0.631
O -2.659 1.034 -0.455
*
```



Run R
C2H7N2O2 | the ωB97M-V functional and the def2-TZVPD basis

Output
Orbital gap, eV: 10.90
SMILES: N[C@@H](O)/[NH+]=C/O
Lowest unoccupied orbital energy, eV: -4.334
HOMO energy, hartree: -0.55998

ORCA input file:
```
! RIJCOSX wB97M-V def2-TZVPD def2/J DEFGRID3
* xyz 1 1
H -0.535 1.276 1.067
C 1.195 0.589 0.463
H -0.449 0.671 -1.804
H -2.313 -0.189 0.078
O -2.035 0.114 -0.739
H -0.410 -1.851 -0.608
H 1.303 0.937 2.402
C -0.685 0.231 -0.751
O 1.757 0.609 1.592
N 0.199 -0.992 -0.636
H 0.851 -1.140 -1.319
N -0.026 1.039 0.212
H 1.882 0.530 -0.363
*
```



Run S
C2H7N2O2 | the ωB97M-V functional and the def2-TZVPD basis

Output
Orbital gap (alpha / beta), eV: 8.57 / 8.57
SMILES: CCN(O)[NH+]=O
Lowest unoccupied orbital energy (alpha / beta), eV: -7.131 / -7.133
HOMO energy (alpha / beta), hartree: -0.57702 / -0.57697

ORCA input file:
```
! RIJCOSX wB97M-V def2-TZVPD def2/J DEFGRID3
* xyz 1 1
O 1.479 -1.524 0.120
N 2.467 0.657 0.096
O 3.515 0.150 -0.031
H -1.165 -1.220 -0.776
N 1.112 -0.318 -0.200
H 2.512 1.685 -0.089
C -1.360 -0.206 -0.269
H -2.351 -0.145 0.236
H -0.004 1.354 0.673
H -1.523 0.520 -1.198
C -0.101 0.248 0.541
H 2.134 -1.783 -0.534
H -0.019 -0.104 1.522
*
```



run Q ends up most stable, edging out the next structure by 32.2 kJ/mol.



Run P
C3H7BO | the ωB97M-V functional and the def2-TZVPD basis

Output
Orbital gap, eV: 8.91
SMILES: C=BC=C.O
Lowest unoccupied orbital energy, eV: 0.317
HOMO energy, hartree: -0.31581

ORCA input file:
```
! RIJCOSX wB97M-V def2-TZVPD def2/J DEFGRID3
* xyz 0 1
H 2.804 -0.521 -0.297
H -1.548 -1.177 0.357
H 0.588 3.041 -0.837
O -2.471 -1.428 0.266
C 1.918 -1.018 0.113
B 0.338 0.950 -0.451
H -1.283 2.457 -0.775
H -2.934 -1.214 1.112
C -0.162 2.196 -0.758
H 2.065 -1.959 0.539
C 0.803 -0.361 0.174
H -0.118 -0.967 0.556
*
```



Run Q
C3H7BO | the ωB97M-V functional and the def2-TZVPD basis

Output
Orbital gap, eV: 8.87
SMILES: C=BC.C=O
Lowest unoccupied orbital energy, eV: 0.663
HOMO energy, hartree: -0.30177

ORCA input file:
```
! RIJCOSX wB97M-V def2-TZVPD def2/J DEFGRID3
* xyz 0 1
C 0.470 1.658 -2.807
B 0.353 -0.695 0.651
H 1.692 1.092 1.017
C 1.499 0.093 0.678
H 1.326 0.915 -2.913
H -0.325 -2.648 0.974
H -1.468 -1.609 1.403
H 0.339 2.329 -3.688
H 2.468 -0.253 0.321
O -0.266 1.800 -1.891
H -1.351 -1.996 -0.297
C -0.765 -1.736 0.565
*
```



run Q ends up most stable, edging out the next structure by 22.2 kJ/mol.



Run P
CH3Br3OSi | the ωB97M-V functional and the def2-TZVPD basis

Output
Orbital gap (alpha / beta), eV: 8.65 / 4.26
Lowest unoccupied orbital energy (alpha / beta), eV: -1.597 / -4.021
HOMO energy (alpha / beta), hartree: -0.37652 / -0.30422

ORCA input file:
```
! RIJCOSX wB97M-V def2-TZVPD def2/J DEFGRID3
* xyz 0 1
Br -4.516 -0.216 0.678
Br -3.257 2.568 -0.981
Si -2.713 1.019 0.594
Br 2.769 2.416 0.709
H 0.394 0.393 -0.259
O -1.544 0.078 0.073
H 0.016 -1.006 0.804
H -0.376 -1.101 -0.872
C -0.227 -0.377 -0.061
*
```



Run Q
CH3Br3OSi | the ωB97M-V functional and the def2-TZVPD basis

Output
Orbital gap (alpha / beta), eV: 8.72 / 4.34
Lowest unoccupied orbital energy (alpha / beta), eV: -1.865 / -3.716
HOMO energy (alpha / beta), hartree: -0.38896 / -0.29589

ORCA input file:
```
! RIJCOSX wB97M-V def2-TZVPD def2/J DEFGRID3
* xyz 0 1
C 0.246 0.798 -0.914
H -0.565 0.354 -1.547
H 0.185 1.868 -0.986
Br 1.685 -2.209 1.030
H 1.254 0.266 -1.178
Si 0.024 -0.723 1.400
Br -2.767 -1.047 -1.674
O -0.129 0.521 0.470
Br 0.067 0.172 3.399
*
```



run Q ends up most stable, edging out the next structure by 26.9 kJ/mol.